P) Molecular formula: C3H4BrN
Method: DFT, ωB97M-V/def2-TZVPD

Each line ends with the natural charge from an NBO analysis.
Geometry (Å):
C  0.83  -0.58  0.18  -0.635
C  -0.36  0.11  -0.36  -0.323
Br  -1.98  -1.07  -0.38  0.010
C  -0.78  1.36  0.28  0.245
N  -1.01  2.28  0.89  -0.277
H  0.60  -1.22  1.00  0.237
H  1.58  0.09  0.59  0.240
H  1.34  -1.12  -0.69  0.229
H  -0.22  0.16  -1.52  0.273

Computed properties:
* SMILES: C[C@@H](Br)C#N
* LUMO level: 0.0114 Ha
* molecular weight: 133.976 g mol⁻¹
* HOMO: -10.793 eV
* HOMO-LUMO gap: 0.40805 hartree

=====

Q) Molecular formula: C3H4BrN
Method: DFT, ωB97M-V/def2-TZVPD

Each line ends with the natural charge from an NBO analysis.
Geometry (Å):
H  -0.30  -2.94  0.00  0.350
N  -0.86  -2.10  0.00  -0.582
C  -0.24  -1.00  0.00  0.065
C  -0.98  0.25  0.00  -0.140
C  -0.41  1.45  0.00  -0.357
Br  -2.87  0.07  0.00  0.069
H  0.85  -0.88  0.00  0.166
H  -0.98  2.36  0.00  0.221
H  0.67  1.56  0.00  0.207

Computed properties:
* SMILES: [H]/N=C/C(=C)Br
* LUMO level: 0.0136 Ha
* molecular weight: 133.976 g mol⁻¹
* HOMO: -9.585 eV
* HOMO-LUMO gap: 0.36583 hartree

=====

What should be chosen as the most stable of them? Choose P).

=====

P) Molecular formula: C2H6N4O2
Method: DFT, ωB97M-V/def2-TZVPD

Each line ends with the natural charge from an NBO analysis.
Geometry (Å):
H  0.55  1.48  -0.69  0.342
N  1.66  1.41  -0.67  -0.656
C  1.56  0.11  -0.38  0.654
N  2.53  -0.82  0.24  -0.859
O  0.37  -0.58  -0.07  -0.562
C  -0.88  -0.06  0.26  0.626
N  -1.26  0.44  1.38  -0.751
H  -0.46  0.62  2.15  0.376
N  -1.88  -0.20  -0.70  -0.323
O  -3.14  -0.22  -0.38  -0.507
H  3.61  -0.26  0.49  0.421
H  2.45  -1.73  -0.19  0.399
H  -1.77  -1.08  -1.44  0.371
H  -3.32  0.90  -0.01  0.469

Computed properties:
* SMILES: [H]/N=C(/N)O/C(=N\[H])NO
* LUMO level: 0.0182 Ha
* molecular weight: 118.096 g mol⁻¹
* HOMO: -8.967 eV
* HOMO-LUMO gap: 0.34771 hartree

=====

Q) Molecular formula: C2H6N4O2
Method: DFT, ωB97M-V/def2-TZVPD

Each line ends with the natural charge from an NBO analysis.
Geometry (Å):
C  -1.20  -0.51  -0.22  0.498
C  2.15  -0.53  -0.26  0.532
H  -0.26  2.37  0.40  0.465
H  -1.82  1.18  -1.26  0.387
H  -2.41  -2.12  -0.34  0.356
H  -0.59  -1.18  1.82  0.410
H  0.68  0.78  0.98  0.391
H  1.90  -1.25  -0.95  0.148
N  -1.00  0.84  -0.64  -0.376
N  -2.35  -1.00  -0.39  -0.658
N  -0.23  -1.11  0.60  -0.486
N  0.96  -0.22  0.66  -0.535
O  -1.20  1.78  0.44  -0.571
O  3.10  0.33  -0.37  -0.560

Computed properties:
* LUMO level: 0.0059 Ha
* molecular weight: 118.096 g mol⁻¹
* HOMO: -9.776 eV
* HOMO-LUMO gap: 0.36514 hartree

=====

What should be chosen as the most stable of them? Choose P).

=====

P) Molecular formula: C2H4ClNO
Method: DFT, ωB97M-V/def2-TZVPD

Each line ends with the natural charge from an NBO analysis.
Geometry (Å):
C  -1.09  -0.91  -0.26  -0.065
C  1.01  0.97  -0.15  0.149
N  -0.36  -0.51  -1.18  -0.463
O  0.63  0.73  1.15  -0.654
Cl  -2.24  -2.14  -0.57  -0.014
H  -1.03  -0.45  0.74  0.156
H  1.71  0.47  -0.78  0.209
H  0.73  2.01  -0.37  0.189
H  0.65  -0.17  1.41  0.494

Computed properties:
* LUMO level (spin up / spin down): -0.0009 / -0.0010 Ha
* molecular weight: 93.513 g mol⁻¹
* HOMO (spin up / spin down): -8.709 / -8.707 eV
* HOMO-LUMO gap (spin up / spin down): 0.31916 / 0.31902 hartree

=====

Q) Molecular formula: C2H4ClNO
Method: DFT, ωB97M-V/def2-TZVPD

Each line ends with the natural charge from an NBO analysis.
Geometry (Å):
C  1.24  1.00  -1.34  0.291
C  -1.34  -0.36  0.22  0.084
N  -0.75  -0.53  1.25  -0.438
O  1.22  1.34  -0.20  -0.508
Cl  -0.73  -2.16  2.43  -0.274
H  2.18  0.83  -1.89  0.108
H  -2.00  -1.05  -0.28  0.196
H  0.32  0.85  -1.93  0.108
H  -0.12  0.09  1.74  0.432

Computed properties:
* LUMO level: -0.0097 Ha
* molecular weight: 93.513 g mol⁻¹
* HOMO: -9.045 eV
* HOMO-LUMO gap: 0.32267 hartree

=====

What should be chosen as the most stable of them? Choose P).

=====

P) Molecular formula: C4H6N4O
Method: DFT, ωB97M-V/def2-TZVPD

Each line ends with the natural charge from an NBO analysis.
Geometry (Å):
H  0.97  -2.36  -2.10  0.368
N  0.16  -1.79  -1.91  -0.718
C  0.14  -0.93  -1.03  0.435
C  -1.17  0.09  -0.65  -0.331
C  -0.97  0.82  0.48  0.315
N  -2.05  1.63  0.96  -0.824
N  0.19  1.01  1.17  -0.512
C  1.20  0.34  0.80  0.291
N  1.17  -0.60  -0.18  -0.179
O  2.42  -1.26  -0.36  -0.512
H  -2.15  0.00  -1.01  0.230
H  -2.44  2.29  0.33  0.377
H  -1.76  2.11  1.79  0.376
H  2.08  0.54  1.42  0.212
H  2.21  -1.91  0.29  0.472

Computed properties:
* SMILES: [H]/N=c1/cc(N)ncn1O
* LUMO level: 0.0198 Ha
* molecular weight: 126.119 g mol⁻¹
* HOMO: -8.484 eV
* HOMO-LUMO gap: 0.33157 hartree

=====

Q) Molecular formula: C4H6N4O
Method: DFT, ωB97M-V/def2-TZVPD

Each line ends with the natural charge from an NBO analysis.
Geometry (Å):
C  -3.00  0.76  -0.16  -0.612
C  -1.71  1.57  -0.08  -0.248
N  -0.71  0.96  0.80  -0.400
C  0.24  0.32  0.30  0.557
N  0.45  0.08  -1.06  -0.227
N  1.20  -0.86  -1.41  0.072
N  1.71  -1.70  -0.46  -0.380
C  1.71  -1.30  0.75  0.429
O  1.12  -0.22  1.22  -0.421
H  -3.74  1.28  -0.76  0.217
H  -2.92  -0.24  -0.57  0.208
H  -3.40  0.66  0.84  0.212
H  -1.28  1.81  -1.06  0.199
H  -1.97  2.53  0.40  0.199
H  2.32  -1.84  1.46  0.195

Computed properties:
* SMILES: CC/N=c1\nnnco1
* LUMO level: -0.0297 Ha
* molecular weight: 126.119 g mol⁻¹
* HOMO: -9.919 eV
* HOMO-LUMO gap: 0.33482 hartree

=====

What should be chosen as the most stable of them? Choose P).

=====

P) Molecular formula: C14H20N2O3
Method: DFT, ωB97M-V/def2-TZVPD

Each line ends with the natural charge from an NBO analysis.
Geometry (Å):
C  -2.42  0.97  1.97  -0.606
C  -1.59  -0.21  2.46  -0.211
C  -2.50  -1.28  3.12  -0.622
C  -0.78  -0.81  1.30  -0.154
N  -1.61  -1.29  0.22  -0.636
C  -1.23  -1.62  -1.05  0.696
O  -1.91  -2.28  -1.78  -0.609
C  0.11  -1.00  -1.54  -0.144
N  0.61  -1.69  -2.74  -0.822
C  -0.10  0.50  -1.84  -0.414
C  1.15  1.31  -1.80  -0.053
C  1.31  2.30  -0.83  -0.163
C  2.47  3.05  -0.74  -0.234
C  3.52  2.82  -1.65  -0.214
C  3.38  1.81  -2.60  -0.210
C  2.21  1.08  -2.67  -0.201
C  0.19  -1.91  1.74  0.786
O  0.37  -2.96  1.20  -0.577
O  0.86  -1.55  2.88  -0.700
H  -2.91  1.46  2.79  0.216
H  -3.21  0.67  1.27  0.215
H  -1.80  1.72  1.51  0.209
H  -0.89  0.12  3.17  0.225
H  -3.30  -1.59  2.46  0.201
H  -1.93  -2.16  3.49  0.216
H  -2.98  -0.88  4.04  0.223
H  -0.10  0.02  0.95  0.240
H  -2.44  -1.85  0.52  0.405
H  0.86  -1.03  -0.79  0.202
H  0.94  -2.59  -2.46  0.361
H  -0.28  -1.91  -3.29  0.375
H  -0.80  0.89  -1.14  0.208
H  -0.58  0.57  -2.80  0.226
H  0.51  2.49  -0.13  0.190
H  2.61  3.80  -0.01  0.209
H  4.47  3.39  -1.61  0.213
H  4.20  1.61  -3.28  0.213
H  2.11  0.31  -3.45  0.238
H  1.49  -2.28  3.10  0.502

Computed properties:
* SMILES: CC(C)[C@H](NC(=O)[C@@H](N)Cc1ccccc1)C(=O)O
* LUMO level: 0.0185 Ha
* molecular weight: 264.325 g mol⁻¹
* HOMO: -8.974 eV
* HOMO-LUMO gap: 0.34835 hartree

=====

Q) Molecular formula: C14H20N2O3
Method: DFT, ωB97M-V/def2-TZVPD

Each line ends with the natural charge from an NBO analysis.
Geometry (Å):
C  0.39  -2.19  1.21  -0.622
C  1.68  -1.83  0.41  -0.207
C  1.40  -1.89  -1.11  -0.612
C  2.23  -0.51  0.90  -0.153
N  1.12  0.46  1.09  -0.626
C  0.61  1.17  0.05  0.699
O  1.03  1.08  -1.09  -0.640
C  -0.41  2.37  0.32  -0.127
N  -0.50  3.08  -0.92  -0.839
C  -1.80  1.82  0.84  -0.427
C  -2.53  0.63  0.11  0.012
C  -3.72  0.19  0.77  -0.223
C  -4.39  -0.91  0.34  -0.194
C  -3.81  -1.79  -0.60  -0.216
C  -2.64  -1.42  -1.20  -0.210
C  -1.97  -0.17  -0.93  -0.248
C  3.42  0.02  0.10  0.774
O  3.68  1.17  -0.17  -0.522
O  4.29  -0.96  -0.39  -0.669
H  -0.38  -1.47  0.84  0.223
H  -0.04  -3.18  1.08  0.230
H  0.50  -1.94  2.29  0.195
H  2.50  -2.46  0.66  0.184
H  2.01  -1.18  -1.62  0.240
H  1.32  -2.94  -1.39  0.218
H  0.40  -1.51  -1.12  0.204
H  2.82  -0.70  1.83  0.229
H  0.59  0.38  1.97  0.414
H  -0.03  2.97  1.15  0.201
H  -0.10  3.98  -0.74  0.356
H  0.20  2.60  -1.52  0.399
H  -2.60  2.67  0.93  0.230
H  -1.70  1.50  1.86  0.199
H  -4.08  0.76  1.57  0.204
H  -5.34  -1.18  0.67  0.205
H  -4.29  -2.73  -0.68  0.211
H  -2.23  -2.03  -1.98  0.210
H  -1.01  0.01  -1.40  0.238
H  4.28  -1.51  0.38  0.461

Computed properties:
* SMILES: CC(C)[C@H](NC(=O)[C@@H](N)Cc1ccccc1)C(=O)O
* LUMO level: 0.0110 Ha
* molecular weight: 264.325 g mol⁻¹
* HOMO: -9.005 eV
* HOMO-LUMO gap: 0.34194 hartree

=====

What should be chosen as the most stable of them? Choose P).